Record 1
C2H9N3O | ωB97M-V/def2-TZVPD

**SMILES**: [H]/N=C/N.NCO
**Frontier orbital gap**: 9.98 eV
**Highest occupied orbital energy**: -0.3312 Ha
**ΔE to the lowest compared entry with this formula, charge and spin**: 1.318 eV

Last column: natural (NBO) charge in e.
Positions of all 15 atoms, in Å:
H (2.01907, 0.72571, -1.52040)  0.342
N (1.39489, 0.06808, -1.08067)  -0.772
C (0.47639, -0.32208, -1.89757)  0.289
N (-0.40147, -1.30663, -1.48981)  -0.810
H (0.29213, 0.15596, -2.87525)  0.157
H (-1.25225, -1.35039, -1.92697)  0.374
H (-0.37299, -1.53615, -0.51602)  0.421
N (-0.55518, 1.23956, 0.82009)  -0.869
C (-0.47175, 0.40371, 1.92811)  0.088
O (0.09059, -0.87837, 1.55778)  -0.770
H (-1.37259, 1.06408, 0.22489)  0.358
H (0.30061, 1.33939, 0.29451)  0.390
H (-1.46365, 0.14060, 2.33874)  0.176
H (0.23728, 0.98128, 2.69641)  0.146
H (1.07892, -0.72475, 1.44616)  0.481

Force components x, y, z for each atom (eV/Å):
0.09 0.30 -0.25
-0.16 -0.56 -0.83
0.02 0.12 1.40
2.52 0.97 -0.11
0.05 -0.57 0.22
-2.25 -0.24 -1.20
0.11 0.00 0.59
-1.76 1.48 -0.83
1.71 0.05 1.25
1.88 0.18 0.69
0.85 0.01 0.24
-0.16 -0.23 0.01
0.56 0.54 0.01
-1.58 -1.65 -1.10
-1.88 -0.41 -0.08


Record 2
C27H31BN14O4V | ωB97M-V/def2-TZVPD

**Multiplicity**: 2
**Expectation value of S²**: 0.76
**Frontier orbital gap (spin up / spin down)**: 5.48 / 6.20 eV
**Highest occupied orbital energy (spin up / spin down)**: -0.5040 / -0.5040 Ha
**Charge**: +2
**ΔE to the lowest compared entry with this formula, charge and spin**: 0.834 eV

Last column: Mulliken spin population.
Positions of all 78 atoms, in Å:
V (-0.57092, -0.11623, 0.02658)  1.157
C (1.42497, -2.45307, 2.80304)  0.003
C (1.90182, -1.16843, 2.18848)  0.002
C (3.17382, -0.66590, 2.43225)  -0.001
C (3.19818, 0.57389, 1.83302)  0.000
N (2.00377, 0.80391, 1.28628)  0.016
N (1.18803, -0.27597, 1.45353)  -0.048
B (1.60695, 2.01624, 0.39138)  -0.007
N (0.17120, 2.44005, 0.84004)  -0.012
C (-0.19413, 3.63659, 1.28503)  -0.004
C (-1.40569, 3.51177, 1.94984)  -0.007
C (-1.74014, 2.17541, 1.87598)  -0.003
C (-2.89021, 1.53203, 2.57700)  0.002
N (-0.78403, 1.52090, 1.15703)  -0.028
N (1.60730, 1.43485, -1.03491)  -0.008
C (2.25337, 1.81855, -2.13878)  -0.003
C (2.28651, 0.75090, -3.01252)  -0.001
C (1.62709, -0.29013, -2.37099)  0.006
C (1.54479, -1.68391, -2.90381)  0.006
N (1.20092, 0.13427, -1.15848)  -0.014
N (2.52179, 3.18423, 0.59036)  -0.003
C (2.95138, 3.73730, 1.76367)  -0.001
C (3.33008, 5.02232, 1.51167)  0.001
C (3.07206, 5.21610, 0.12906)  0.000
C (3.31735, 6.43554, -0.69160)  0.000
N (2.56808, 4.12155, -0.40630)  0.000
H (2.26011, -2.89249, 3.34343)  0.000
H (0.63901, -2.28826, 3.54343)  -0.001
H (1.09843, -3.21695, 2.09578)  -0.001
H (3.95819, -1.13966, 2.99630)  0.000
H (3.98629, 1.30368, 1.76225)  0.000
H (0.43801, 4.49685, 1.12913)  -0.001
H (-1.95326, 4.28797, 2.45550)  -0.001
H (-3.08785, 2.08520, 3.49346)  0.000
H (-3.79866, 1.56123, 1.97798)  0.000
H (-2.68481, 0.50003, 2.86182)  -0.001
H (2.66793, 2.81037, -2.19528)  -0.001
H (2.77030, 0.71006, -3.97293)  0.000
H (2.38861, -1.83651, -3.57385)  0.000
H (1.61409, -2.42826, -2.11497)  -0.002
H (0.64176, -1.86257, -3.48884)  0.000
H (2.95026, 3.18632, 2.69026)  0.000
H (3.74953, 5.72749, 2.20874)  0.000
H (4.38729, 6.61266, -0.80586)  0.000
H (2.87681, 6.31859, -1.67916)  0.000
H (2.88955, 7.31743, -0.21563)  0.000
O (-1.96334, 0.85149, -3.51700)  -0.005
C (-1.62442, 0.25116, -2.55047)  -0.005
O (-1.17537, 0.81578, -1.41499)  -0.039
C (-1.65523, -1.24477, -2.42234)  0.025
C (-2.33233, -2.03545, -3.35190)  0.003
C (-2.32937, -3.39021, -3.15946)  0.008
C (-1.56252, -3.94461, -2.11188)  -0.007
C (-1.43179, -5.34456, -1.92115)  0.004
C (-0.58085, -5.84072, -0.97831)  -0.002
C (0.21491, -4.95967, -0.21051)  0.012
C (0.08655, -3.60612, -0.34815)  -0.002
C (-0.84308, -3.07114, -1.26538)  0.014
N (-0.98275, -1.71573, -1.38710)  -0.057
H (-2.84868, -1.55305, -4.16979)  0.000
H (-2.87681, -4.04674, -3.82455)  0.000
H (-1.99933, -6.01096, -2.55815)  0.000
H (-0.47398, -6.90842, -0.84690)  0.000
H (0.95624, -5.36906, 0.46425)  0.000
H (0.77531, -2.92561, 0.13974)  -0.001
N (-1.14543, -1.51751, 1.59309)  0.003
N (-2.42931, -2.08211, 1.49685)  0.004
C (-3.34070, -1.34004, 0.80625)  0.004
N (-4.60484, -1.73141, 0.82385)  0.002
N (-2.81021, -0.28260, 0.22204)  -0.012
N (-3.70890, 0.51582, -0.54471)  0.002
O (-3.58367, 1.69545, -0.42890)  0.000
O (-4.49665, -0.07079, -1.26226)  0.000
H (-0.48096, -2.28669, 1.61157)  -0.002
H (-1.03138, -0.97940, 2.45456)  0.005
H (-2.73252, -2.66141, 2.26757)  0.000
H (-4.88662, -2.55099, 1.33677)  0.000
H (-5.25794, -1.32587, 0.16898)  0.000

Force components x, y, z for each atom (eV/Å):
0.01 0.26 -0.06
-0.01 0.00 0.00
0.03 -0.01 -0.01
-0.01 0.02 -0.01
0.00 0.00 0.00
-0.01 -0.02 -0.01
0.02 -0.03 0.07
0.04 -0.01 0.01
0.11 0.04 0.02
0.00 0.00 -0.04
0.00 0.04 0.03
-0.02 -0.10 -0.01
0.00 0.00 -0.01
-0.01 -0.01 0.05
-0.01 0.04 0.00
0.00 -0.02 -0.04
-0.01 0.00 0.03
0.02 0.00 -0.01
-0.01 0.01 0.00
-0.02 -0.03 0.04
-0.07 0.00 -0.07
0.01 -0.02 0.02
0.01 -0.01 -0.04
0.01 -0.01 0.05
0.00 0.01 0.00
0.03 0.02 0.04
0.00 0.00 0.00
0.00 0.00 0.00
0.00 0.00 -0.01
0.00 0.00 0.00
0.00 0.01 0.01
0.00 0.00 0.00
0.00 0.00 0.00
0.00 0.00 0.00
0.00 0.00 0.01
0.00 0.00 0.00
0.00 -0.01 0.00
0.00 0.00 0.00
0.00 0.00 0.00
0.00 0.01 0.00
0.00 -0.01 0.00
-0.01 -0.02 0.00
0.00 0.00 0.00
0.00 0.00 -0.01
0.01 0.01 0.00
0.00 0.00 0.00
0.01 0.01 0.01
-0.09 0.04 -0.03
0.02 -0.07 -0.03
-0.01 -0.03 -0.05
0.00 -0.01 0.00
0.01 0.01 0.00
0.01 -0.01 0.01
0.00 0.01 -0.01
0.00 -0.01 0.01
0.00 0.00 0.00
0.00 0.00 -0.01
-0.01 -0.02 0.01
0.05 -0.08 0.02
0.00 0.01 0.01
0.00 0.00 0.00
0.00 0.00 0.00
0.00 0.00 0.00
0.00 0.00 0.00
0.00 0.00 0.01
-0.04 -0.04 0.03
-0.02 0.02 0.01
0.07 0.01 0.00
-0.03 0.03 -0.02
-0.01 -0.06 0.02
-0.06 -0.02 0.08
0.04 0.08 -0.02
0.00 -0.05 -0.04
0.02 0.00 -0.01
0.00 0.00 0.00
0.00 0.00 -0.01
0.00 0.00 -0.01
0.00 -0.01 0.00


Record 3
C19H16IrN4O2S6 | ωB97M-V/def2-TZVPD

**Frontier orbital gap**: 5.50 eV
**Highest occupied orbital energy**: -0.1274 Ha
**Charge**: -1
**ΔE to the lowest compared entry with this formula, charge and spin**: 1.460 eV

Last column: natural (NBO) charge in e.
Positions of all 48 atoms, in Å:
Ir (0.64257, 0.75824, -0.75600)  0.885
C (3.72880, -2.03012, 0.26051)  -0.674
C (2.59796, -1.04601, 0.45476)  0.462
O (2.28191, -0.40048, -0.62773)  -0.700
C (2.03776, -0.90398, 1.69902)  -0.441
C (1.01610, 0.00860, 2.09917)  0.273
C (0.67819, 0.13947, 3.55603)  -0.654
N (0.40071, 0.75935, 1.23321)  -0.335
N (-0.49090, 1.71242, 1.71018)  -0.434
C (-0.83315, 2.52555, 0.75241)  0.531
O (-0.38218, 2.48238, -0.46277)  -0.649
C (-1.79581, 3.61608, 1.06278)  -0.022
C (-2.39663, 3.71030, 2.31552)  -0.192
C (-3.29765, 4.72838, 2.58178)  -0.231
C (-3.60755, 5.66162, 1.59990)  -0.219
C (-3.01316, 5.56757, 0.34990)  -0.224
C (-2.11175, 4.54796, 0.07998)  -0.192
H (4.16958, -1.87107, -0.72141)  0.232
H (3.34394, -3.05121, 0.30764)  0.213
H (4.49592, -1.92660, 1.02889)  0.211
H (2.45491, -1.52088, 2.48470)  0.199
H (1.23340, -0.59224, 4.14024)  0.203
H (-0.39200, -0.00126, 3.70799)  0.236
H (0.91267, 1.14279, 3.91382)  0.233
H (-2.14920, 2.97259, 3.06638)  0.229
H (-3.76489, 4.79231, 3.55697)  0.202
H (-4.31501, 6.45517, 1.80747)  0.201
H (-3.25777, 6.28570, -0.42284)  0.206
H (-1.65109, 4.45158, -0.89361)  0.240
S (-3.81657, 1.31903, -6.39653)  -0.184
C (-2.76382, 1.11021, -5.13356)  -0.566
S (-3.24468, 0.59563, -3.56318)  0.475
C (-1.66897, 0.57865, -2.82114)  -0.453
C (-0.64125, 0.96975, -3.59840)  -0.410
S (1.01429, 1.04672, -3.06189)  -0.176
S (-1.07155, 1.39944, -5.23450)  0.477
S (-1.46239, 0.01291, -1.18245)  0.050
S (0.74846, -2.62244, -2.47082)  -0.045
C (1.12011, -3.85813, -1.47177)  0.158
N (1.88246, -4.93642, -1.93633)  -0.552
C (2.17372, -6.03165, -1.20926)  0.094
C (1.77171, -6.10111, 0.08189)  -0.392
C (1.05976, -4.96327, 0.56294)  0.122
N (0.75178, -3.92034, -0.13964)  -0.444
H (2.15587, -4.86266, -2.90485)  0.429
H (2.73085, -6.80933, -1.71391)  0.211
H (1.97960, -6.95601, 0.70422)  0.226
H (0.74497, -4.94519, 1.60429)  0.191

Force components x, y, z for each atom (eV/Å):
0.30 0.70 0.36
0.03 0.02 0.00
0.06 0.11 -0.03
-0.22 -0.42 -0.13
-0.08 -0.06 0.03
-0.02 -0.02 -0.02
0.01 0.00 0.02
0.03 0.04 -0.02
0.01 0.03 0.06
0.03 0.01 -0.04
-0.24 -0.11 -0.02
0.00 0.00 0.01
0.01 0.01 0.01
0.00 0.00 0.00
0.00 0.00 0.00
0.00 0.00 -0.01
-0.02 -0.01 -0.01
0.01 0.00 0.01
-0.01 0.00 -0.02
-0.01 0.00 0.01
0.00 -0.01 -0.01
0.00 0.00 0.00
0.00 0.00 -0.01
0.01 0.00 -0.01
0.01 0.00 0.00
0.00 0.00 0.00
0.00 0.00 0.00
0.00 0.00 0.00
0.00 0.00 0.00
-0.01 0.00 0.00
0.01 -0.01 0.01
-0.05 0.00 0.00
0.08 -0.03 -0.03
0.02 -0.03 -0.05
-0.01 0.02 -0.09
0.01 0.02 0.00
0.03 -0.12 0.05
0.03 -0.18 -0.09
0.00 0.06 0.01
-0.05 -0.03 -0.07
0.03 0.01 0.04
-0.02 0.03 -0.05
0.02 -0.04 0.03
-0.05 -0.03 0.02
0.01 0.00 0.01
0.01 0.00 0.01
0.02 0.00 0.00
-0.02 0.02 -0.01


Record 4
C17H14Co2NO6 | ωB97M-V/def2-TZVPD

**Frontier orbital gap**: 4.81 eV
**Highest occupied orbital energy**: -0.0854 Ha
**Charge**: -1
**ΔE to the lowest compared entry with this formula, charge and spin**: 2.071 eV

Last column: natural (NBO) charge in e.
Positions of all 40 atoms, in Å:
O (-2.38329, 0.77632, 3.82670)  -0.593
C (-2.03896, 0.77372, 2.72050)  0.356
Co (-1.58464, 0.86583, 1.03956)  -0.153
C (-2.52123, 1.90986, -0.01666)  0.447
O (-3.10650, 2.57680, -0.76543)  -0.583
C (0.38136, 2.80287, 0.24064)  0.749
O (-0.17828, 3.85598, 0.07330)  -0.550
C (-0.79829, -0.58245, -0.15206)  -0.239
C (-1.94964, -1.39582, -0.47772)  -0.064
C (-2.48788, -2.23939, 0.52453)  -0.197
C (-3.71939, -2.87111, 0.35209)  -0.208
C (-4.39117, -2.73132, -0.86346)  -0.260
C (-3.84460, -1.94065, -1.88238)  -0.212
C (-2.64032, -1.25541, -1.70318)  -0.229
C (0.02276, 0.51303, -0.18881)  -0.257
C (0.58610, 1.71163, -0.76505)  -0.565
Co (0.78529, -0.88670, 0.72213)  -0.129
C (0.59097, -0.88879, 2.51075)  0.445
O (0.57746, -0.87618, 3.66779)  -0.584
C (2.48778, -0.51929, 0.42330)  0.451
O (3.62006, -0.37481, 0.22010)  -0.605
C (1.03390, -2.54838, 0.24393)  0.521
O (1.23636, -3.64274, -0.06792)  -0.566
H (-1.96547, -2.30269, 1.48279)  0.229
H (-4.13686, -3.45149, 1.17662)  0.202
H (-5.35222, -3.23763, -1.00506)  0.196
H (-4.36951, -1.84248, -2.83318)  0.198
H (-2.24441, -0.58927, -2.47056)  0.211
H (1.67724, 1.60129, -0.97433)  0.206
H (0.05815, 2.00452, -1.69274)  0.242
C (0.59738, 3.19969, 2.66981)  -0.421
N (1.18726, 2.54254, 1.44319)  -0.519
C (2.59276, 3.05092, 1.25884)  -0.413
H (-0.35439, 2.71236, 2.92002)  0.272
H (1.30296, 3.08078, 3.49862)  0.204
H (0.43681, 4.25139, 2.41606)  0.228
H (1.23984, 1.51942, 1.63333)  0.509
H (3.08840, 2.46614, 0.47899)  0.237
H (2.50710, 4.10358, 0.96707)  0.221
H (3.11992, 2.94802, 2.21366)  0.221

Force components x, y, z for each atom (eV/Å):
-0.15 0.43 0.55
0.11 -0.95 -0.26
-0.89 0.66 -0.76
0.62 1.18 0.03
-0.16 -0.55 0.26
-1.18 -0.10 -1.72
0.83 -0.14 0.63
0.09 1.76 -0.45
-0.19 0.59 -0.19
-0.30 0.06 0.00
0.67 0.28 -0.18
-0.21 -0.04 -0.20
0.07 -0.05 0.06
-0.30 -0.35 0.55
-3.26 -1.85 -0.20
0.14 0.78 -1.78
4.78 -1.56 2.27
-0.38 0.40 1.13
0.12 -0.22 -0.75
0.04 -0.20 0.23
-0.18 0.23 -0.07
-0.21 -1.32 -0.36
-0.10 0.58 0.15
-0.09 0.03 -0.38
0.06 0.09 -0.30
0.35 0.23 -0.05
0.04 -0.03 0.23
-0.11 -0.21 0.20
-0.53 0.09 -0.13
0.31 0.15 0.35
-0.12 -0.10 -0.12
0.68 0.54 2.49
-0.25 0.03 -0.21
0.26 0.11 -0.34
-0.12 0.04 -0.25
0.02 -0.23 0.16
-0.42 -0.26 -0.54
-0.09 0.13 0.20
0.16 -0.23 0.10
-0.12 0.00 -0.34